Entry 1:
The following is a DFT calculation (ωB97M-V/def2-TZVPD) of a structure of composition C23H43IrN2OP3S.

Calculated values
**Relative energy (zero: lowest compared OMol25 entry of this formula, charge and spin)**: 72.39 kJ/mol
**Total charge**: +4
**Multiplicity**: 6
**LUMO energy (spin up / spin down)**: -11.455 / -15.252 eV
**Expectation value of S²**: 8.793

Each line ends with the Mulliken spin population.
CARTESIAN COORDINATES (ANGSTROEM)
1 Ir 0.31822 -0.70831 -0.80158  1.08
2 P -0.39955 -2.58952 0.32282  0.11
3 P 2.41207 -0.35392 0.33451  0.10
4 P 1.44197 -1.86720 -2.38351  0.05
5 H -0.53612 1.34080 -2.25270  0.02
6 C -0.37149 0.28225 -2.47803  0.22
7 C -1.33582 -0.69502 -2.06192  0.05
8 H -2.25941 -0.34383 -1.59774  0.03
9 C -1.72992 -2.50675 1.57213  0.01
10 C 0.99088 -3.47798 1.08839  0.04
11 C -1.10534 -3.70797 -0.93572  0.00
12 C 3.16005 1.30275 -0.00776  0.04
13 C 2.50732 -0.37231 2.19249  0.03
14 C 3.96389 -1.35067 0.10184  0.01
15 C 0.56137 -2.69447 -3.78563  0.02
16 C 2.61270 -3.26714 -2.17272  0.00
17 C 2.48956 -0.49661 -3.03575  0.05
18 H 0.10409 0.04907 -3.43923  0.01
19 H -1.43823 -1.57510 -2.67118  0.00
20 H -2.39997 -1.65457 1.38439  0.01
21 H -1.29376 -2.41989 2.57726  0.00
22 H -2.30901 -3.43956 1.50553  0.00
23 H 1.54155 -2.81962 1.77231  -0.01
24 H 1.67703 -3.86043 0.32267  0.00
25 H 0.55297 -4.31087 1.65320  0.01
26 H -1.76963 -3.13373 -1.59181  0.00
27 H -1.69197 -4.46150 -0.39940  0.00
28 H -0.31875 -4.19164 -1.53090  0.00
29 H 4.22487 1.26457 0.25734  0.01
30 H 2.69278 2.08348 0.60308  0.00
31 H 3.06041 1.56886 -1.06575  0.00
32 H 3.55713 -0.52578 2.47997  0.00
33 H 1.90049 -1.17537 2.62931  0.00
34 H 2.17507 0.58874 2.60891  -0.01
35 H 4.70831 -0.92833 0.79620  0.00
36 H 4.36621 -1.27062 -0.91501  0.00
37 H 3.78962 -2.39902 0.38014  0.00
38 H 1.30589 -3.14751 -4.46236  0.00
39 H -0.07164 -1.99645 -4.35257  0.00
40 H -0.06343 -3.52563 -3.41474  0.00
41 H 2.93784 -3.60856 -3.16764  0.00
42 H 2.12246 -4.10686 -1.66966  0.00
43 H 3.50410 -2.97965 -1.61465  0.00
44 H 2.56824 -0.55884 -4.12673  0.00
45 H 3.49153 -0.53294 -2.60119  0.01
46 H 2.04112 0.46858 -2.77798  -0.01
47 C -3.96966 1.73910 0.29179  0.21
48 C -2.67242 1.76055 -0.20746  0.03
49 C -2.15896 2.88948 -0.82889  0.08
50 C -2.84498 4.10368 -0.71704  0.19
51 C -4.08173 4.11581 -0.08172  0.02
52 C -4.68255 2.94581 0.36809  0.07
53 S -4.62196 0.20117 0.83712  0.33
54 H -4.65244 -0.38857 -0.35068  0.01
55 H -2.09313 0.86075 0.00092  0.03
56 H -1.24200 2.83826 -1.40471  0.03
57 H -2.40456 5.00982 -1.13228  -0.01
58 H -4.62984 5.05418 0.02331  0.01
59 H -5.67145 2.90177 0.80469  0.00
60 N -1.08239 4.92025 3.77730  0.19
61 C -1.16898 3.56454 3.97718  0.18
62 O -1.73144 3.08694 4.95899  0.92
63 C -0.61647 2.69803 2.90238  0.18
64 C -0.02724 3.14040 1.70731  0.09
65 C 0.30915 2.20289 0.73026  0.13
66 N 0.06250 0.87491 0.85099  0.23
67 C -0.39989 0.45589 2.04194  0.21
68 C -0.77578 1.31430 3.05572  -0.01
69 H -1.34250 5.49137 4.56797  -0.01
70 H -0.45414 5.32126 3.10080  0.00
71 H 0.13434 4.19831 1.48006  0.03
72 H 0.81132 2.53511 -0.18362  -0.01
73 H -0.45962 -0.61581 2.20997  0.00
74 H -1.21889 0.88483 3.95098  0.00



Entry 2:
The following is a DFT calculation (ωB97M-V/def2-TZVPD) of a structure of composition C23H43IrN2OP3Se.

Calculated values
**Total charge**: +3
**Multiplicity**: 5
**LUMO energy (spin up / spin down)**: -10.360 / -12.221 eV
**Expectation value of S²**: 6.113

Each line ends with the Mulliken spin population.
CARTESIAN COORDINATES (ANGSTROEM)
1 Ir -0.24257 -0.13021 -1.52331  0.17
2 P -0.07695 0.34615 0.93676  -0.01
3 P -2.61987 0.49595 -1.11225  0.03
4 P 0.55261 1.88622 -1.93977  0.01
5 H 3.09745 -2.37710 0.85857  -0.01
6 C 3.13103 -1.91256 1.80568  0.04
7 C 2.60140 -2.48036 2.92802  0.00
8 H 2.12018 -3.48575 2.92419  0.00
9 C -0.69295 -0.97064 2.09400  0.05
10 C -1.08552 1.73957 1.83234  0.16
11 C 1.52734 0.98796 1.59346  0.09
12 C -3.84386 -0.00814 -2.38607  0.03
13 C -3.43914 -0.11599 0.42168  0.00
14 C -2.88896 2.31509 -1.01779  0.00
15 C 2.33782 1.49025 -2.06636  0.04
16 C 0.49838 3.23718 -0.67351  0.00
17 C 0.08471 2.90632 -3.42266  0.04
18 H 3.51216 -0.88071 1.73201  0.00
19 H 2.58093 -1.99753 3.91464  0.00
20 H 0.11886 -1.68837 2.20087  -0.04
21 H -1.56329 -1.51577 1.71153  0.01
22 H -0.92580 -0.53953 3.07637  0.00
23 H -2.16778 1.68016 1.67601  -0.01
24 H -0.74585 2.74402 1.55450  0.01
25 H -0.88915 1.60959 2.91174  0.01
26 H 2.03519 0.16571 2.10093  -0.03
27 H 1.38561 1.77362 2.34094  0.02
28 H 2.14343 1.35898 0.76450  0.00
29 H -4.83246 0.41408 -2.14423  0.00
30 H -3.90007 -1.09984 -2.41973  0.00
31 H -3.56599 0.32147 -3.39533  0.00
32 H -4.14970 0.62853 0.80545  0.00
33 H -2.72351 -0.32112 1.22122  0.00
34 H -3.93885 -1.06482 0.21775  0.00
35 H -3.95974 2.51647 -1.14713  0.00
36 H -2.34212 2.84914 -1.80376  0.00
37 H -2.56953 2.72997 -0.05794  0.00
38 H 2.90285 2.29255 -1.57840  0.00
39 H 2.63369 1.42697 -3.11943  0.00
40 H 2.54414 0.53724 -1.55542  -0.01
41 H 0.91060 4.13160 -1.15432  0.00
42 H 1.10785 3.00566 0.20454  0.00
43 H -0.53352 3.44990 -0.37926  0.00
44 H 0.41193 3.93011 -3.22892  0.01
45 H -1.00284 2.93108 -3.59806  -0.01
46 H 0.56105 2.54917 -4.34164  -0.01
47 C 0.67718 -0.26747 -4.68794  0.04
48 C 1.44782 -1.31086 -4.14798  0.01
49 C 2.79679 -1.47992 -4.54445  -0.02
50 C 3.34285 -0.62862 -5.51809  0.07
51 C 2.55881 0.35909 -6.11398  -0.02
52 C 1.21348 0.50043 -5.73770  0.05
53 Se -1.06622 0.36211 -3.87813  0.85
54 H 1.10299 -0.71891 0.57173  0.43
55 H 1.05299 -1.94538 -3.35437  -0.02
56 H 3.42521 -2.25164 -4.07170  0.00
57 H 4.40919 -0.74439 -5.80514  0.00
58 H 2.99159 1.05246 -6.84915  0.00
59 H 0.59744 1.26446 -6.21465  0.00
60 N -1.41551 -6.17858 2.01327  0.62
61 C -0.32486 -5.38604 1.78876  0.13
62 O 0.63509 -5.38505 2.55947  0.65
63 C -0.38045 -4.46361 0.60262  0.11
64 C -1.57413 -3.90687 0.10457  0.04
65 C -1.50072 -2.78622 -0.72052  0.07
66 N -0.31621 -2.18251 -0.99276  0.22
67 C 0.83097 -2.83846 -0.68024  0.05
68 C 0.82189 -3.97983 0.09026  0.11
69 H -1.32121 -6.90863 2.71508  -0.02
70 H -2.17876 -6.24058 1.34691  -0.02
71 H -2.56583 -4.29718 0.38481  0.01
72 H -2.39173 -2.33521 -1.13238  0.02
73 H 1.78852 -2.46312 -1.06607  0.00
74 H 1.74159 -4.45712 0.36787  0.01



Entry 3:
The following is a DFT calculation (ωB97M-V/def2-TZVPD) of a cluster of 4 separate species, C23H43N3O10S5 in total.

Calculated values
**LUMO energy**: 0.470 eV

Each line ends with the Löwdin charge.
CARTESIAN COORDINATES (ANGSTROEM)
1 N 1.17657 1.99914 -0.83574  0.12
2 C 1.27912 2.43175 -2.01767  -0.18
3 C 2.09157 1.68882 -3.08331  -0.23
4 O 1.24204 1.45790 -4.21431  -0.32
5 S 1.94864 0.63551 -5.49046  0.95
6 O 2.24447 1.66121 -6.46704  -0.38
7 O 3.35037 0.14730 -4.80078  -0.35
8 C 3.67545 -1.23976 -5.04014  -0.23
9 C 2.52873 -2.25210 -4.91478  -0.20
10 C 1.81916 -2.23783 -3.53522  -0.19
11 C 0.37130 -2.75802 -3.57370  -0.19
12 C -0.58077 -1.93415 -4.47325  -0.19
13 C -2.00240 -1.76390 -3.84310  -0.24
14 C -2.89967 -2.97835 -4.22790  -0.44
15 S -4.49601 -2.38816 -4.91523  0.95
16 C -5.07267 -1.28560 -3.66809  -0.70
17 N -5.19726 -1.51238 -2.39741  0.07
18 N -5.71559 -0.34375 -1.88128  0.04
19 C -5.85741 0.48770 -2.85368  -0.18
20 O -5.44557 -0.04315 -4.04030  0.03
21 H 1.69408 1.12561 -0.72063  0.06
22 H 0.76252 3.34970 -2.30861  0.11
23 H 2.94455 2.30950 -3.38806  0.13
24 H 2.46212 0.77543 -2.60866  0.10
25 H 4.40682 -1.49765 -4.26464  0.13
26 H 4.20650 -1.36202 -5.99202  0.12
27 H 3.00080 -3.24155 -5.00179  0.12
28 H 1.81527 -2.21430 -5.74488  0.10
29 H 1.88932 -1.27578 -3.01604  0.10
30 H 2.37080 -2.95574 -2.91043  0.12
31 H -0.00647 -2.69937 -2.55905  0.08
32 H 0.35872 -3.81186 -3.87964  0.12
33 H -0.16872 -0.92326 -4.55982  0.07
34 H -0.68012 -2.38713 -5.46771  0.11
35 H -2.38760 -0.82022 -4.24762  0.10
36 H -1.97099 -1.66756 -2.73867  0.07
37 H -3.08347 -3.59020 -3.33967  0.08
38 H -2.39206 -3.59191 -4.97446  0.07
39 H -6.26653 1.47642 -2.71816  0.13
40 C -1.77067 -0.81664 2.42035  -0.22
41 C -2.20846 -2.25590 2.71630  -0.20
42 C -2.29766 -2.99827 1.37626  -0.21
43 S -1.12157 -2.19383 0.28691  0.68
44 O -1.84700 -1.55960 -0.79477  -0.34
45 O -0.01602 -3.08873 0.03542  -0.33
46 C -0.60601 -0.93496 1.44372  -0.22
47 H -1.48045 -0.28655 3.32234  0.07
48 H -2.59541 -0.26800 1.95662  0.13
49 H -1.46404 -2.73684 3.35456  0.12
50 H -3.16089 -2.28619 3.24398  0.12
51 H -2.03160 -4.04864 1.46979  0.10
52 H -3.28598 -2.90477 0.92793  0.11
53 H -0.39362 -0.01262 0.90666  0.08
54 H 0.29254 -1.29352 1.94621  0.10
55 C -1.63316 3.68703 1.48615  -0.21
56 C -1.94796 4.82186 2.46913  -0.21
57 C -1.86195 4.23905 3.88531  -0.22
58 S -0.69331 2.87712 3.79086  0.68
59 O -1.39463 1.64429 4.06223  -0.32
60 O 0.51042 3.23009 4.50346  -0.33
61 C -0.39414 2.99227 2.03602  -0.24
62 H -1.46346 4.05778 0.47697  0.11
63 H -2.47077 2.98552 1.45165  0.12
64 H -1.20916 5.61794 2.35354  0.12
65 H -2.92923 5.25735 2.28350  0.11
66 H -1.50015 4.96811 4.60634  0.10
67 H -2.81812 3.83571 4.21460  0.10
68 H -0.23856 2.00108 1.62702  0.07
69 H 0.49815 3.59935 1.89192  0.11
70 C 4.61893 0.20856 5.54397  -0.22
71 C 3.63473 0.62202 6.64499  -0.21
72 C 2.37264 1.15718 5.95644  -0.22
73 S 2.27628 0.32349 4.37074  0.66
74 O 2.44672 1.29582 3.31940  -0.32
75 O 1.16524 -0.59861 4.37594  -0.32
76 C 3.80221 -0.59678 4.53963  -0.23
77 H 5.44995 -0.37364 5.94054  0.11
78 H 5.03003 1.09864 5.06208  0.12
79 H 3.38250 -0.25007 7.25273  0.12
80 H 4.06433 1.37022 7.30991  0.11
81 H 1.47252 0.93938 6.52521  0.11
82 H 2.43831 2.22513 5.76435  0.09
83 H 4.28044 -0.69185 3.56732  0.11
84 H 3.55213 -1.58198 4.93316  0.11



| no. | total energy (eV) |
| --- | --- |
| 1 | -71071.4215 |
| 2 | -125595.3957 |
| 3 | -103666.2513 |